Model A:
Computed, not measured: one molecule with the formula H2O, with wB97M-V/def2-TZVPD.

Structure (ORCA input):
```
! RIJCOSX wB97M-V def2-TZVPD def2/J DEFGRID3
* xyz 0 1
H -0.16 -0.70 -0.37
H 0.25 0.75 -0.03
O -0.08 -0.04 0.40
*
```

Summary:
- HOMO: -11.6 eV
- Gap between HOMO and LUMO: 12.6 eV
- Structure (SMILES): O
- Lowest unoccupied orbital energy: 1.04 eV
- Molecular weight: 18.02 u


Model B:
Computed, not measured: a 2-piece molecular cluster, H2O overall, with wB97M-V/def2-TZVPD.

Structure (ORCA input):
```
! RIJCOSX wB97M-V def2-TZVPD def2/J DEFGRID3
* xyz 0 1
H -0.19 0.52 0.53
H 0.62 -0.16 -0.68
O -0.43 -0.36 0.14
*
```

Summary:
- HOMO: -11.4 eV
- Gap between HOMO and LUMO: 11.6 eV
- Lowest unoccupied orbital energy: 0.17 eV
- Molecular weight: 18.02 u


Which of them is least stable? Easy: model B.


Model A:
Computed, not measured: one molecule with the formula CH3BrP2, with wB97M-V/def2-TZVPD.

Structure (ORCA input):
```
! RIJCOSX wB97M-V def2-TZVPD def2/J DEFGRID3
* xyz 0 1
C 0.80 -0.37 -0.09
P -0.72 0.64 0.21
P -1.09 2.52 0.30
Br -2.24 -1.04 -0.20
H 1.33 -0.65 0.89
H 0.55 -1.32 -0.42
H 1.37 0.23 -0.69
*
```

Summary:
- HOMO: -8.4 eV
- Gap between HOMO and LUMO: 7.6 eV
- Structure (SMILES): CP(#P)Br
- Lowest unoccupied orbital energy: -0.87 eV
- Molecular weight: 156.89 u


Model B:
Computed, not measured: one molecule with the formula CH3BrP2, with wB97M-V/def2-TZVPD.

Structure (ORCA input):
```
! RIJCOSX wB97M-V def2-TZVPD def2/J DEFGRID3
* xyz 0 1
C -0.16 -0.97 0.18
P 0.16 1.87 -0.12
P 0.05 0.18 -1.23
Br 1.23 -0.74 1.58
H -1.07 -0.83 0.77
H -0.13 -2.16 -0.01
H -0.08 2.66 -1.17
*
```

Summary:
- HOMO: -9.3 eV
- Gap between HOMO and LUMO: 8.1 eV
- Lowest unoccupied orbital energy: -1.21 eV
- Molecular weight: 156.89 u


Which of them is least stable? Easy: model B.


Model A:
Computed, not measured: an isolated ion of composition C8H15N2O2 and charge +1, with wB97M-V/def2-TZVPD.

Structure (ORCA input):
```
! RIJCOSX wB97M-V def2-TZVPD def2/J DEFGRID3
* xyz 1 1
C -1.01 -0.17 -0.98
C -2.03 -0.83 -0.48
C 0.23 0.07 -0.09
C 0.48 -0.78 0.90
C -1.29 0.27 -3.38
C -2.16 1.88 -1.83
C 1.62 0.24 2.91
C 2.24 -1.98 2.25
N -1.13 0.84 -2.05
N 1.68 -0.63 1.73
O -2.96 -1.43 -0.16
O 1.05 0.99 -0.43
H -0.30 -1.41 1.19
H -2.37 -0.15 -3.47
H -1.02 1.20 -4.04
H -0.58 -0.58 -3.70
H -1.99 2.80 -2.27
H -3.22 1.57 -2.06
H -1.93 2.15 -0.79
H 0.77 0.94 2.77
H 1.51 -0.39 3.80
H 2.53 0.90 3.03
H 2.65 -2.56 1.46
H 2.98 -1.77 3.12
H 1.20 -2.46 2.61
H 0.66 1.48 -1.16
H 2.37 -0.18 1.12
*
```

Summary:
- HOMO: -12.3 eV
- Gap between HOMO and LUMO: 9.3 eV
- Structure (SMILES): CN(C)C(=C=O)/C(O)=C/[NH+](C)C
- Lowest unoccupied orbital energy: -3.02 eV
- Molecular weight: 171.22 u


Model B:
Computed, not measured: an isolated ion of composition C8H15N2O2 and charge +1, with wB97M-V/def2-TZVPD.

Structure (ORCA input):
```
! RIJCOSX wB97M-V def2-TZVPD def2/J DEFGRID3
* xyz 1 1
C 1.02 -0.15 -0.45
C 0.87 0.91 0.39
C 0.01 -1.30 -0.23
C -0.24 1.13 1.39
C -1.34 -0.91 0.42
C -1.54 0.54 0.77
C 2.03 -0.39 -1.45
C -2.51 -1.51 -0.31
N -1.83 1.41 -0.39
N 1.79 2.12 0.09
O -2.95 1.38 -0.85
O -0.92 2.05 -0.85
H -0.21 -1.49 -1.31
H 0.42 -2.29 0.23
H -0.13 0.57 2.37
H -0.57 2.13 1.61
H -1.29 -1.37 1.44
H -2.31 0.80 1.50
H 2.79 0.45 -1.62
H 1.51 -0.45 -2.38
H 2.40 -1.44 -1.35
H -3.13 -0.71 -0.77
H -3.13 -1.91 0.53
H -2.15 -2.30 -1.04
H 2.62 2.27 0.58
H 1.04 2.94 0.04
H 2.16 1.99 -0.92
*
```

Summary:
- HOMO: -13.4 eV
- Gap between HOMO and LUMO: 10.0 eV
- Structure (SMILES): CC1=C([NH3+])C[C@@H]([N+](=O)[O-])[C@@H](C)C1
- Lowest unoccupied orbital energy: -3.37 eV
- Molecular weight: 171.22 u


Which of them is least stable? Easy: model B.


Model A:
Computed, not measured: a 2-piece molecular cluster, C3H8NS overall, with wB97M-V/def2-TZVPD.

Structure (ORCA input):
```
! RIJCOSX wB97M-V def2-TZVPD def2/J DEFGRID3
* xyz 1 1
C 1.85 -1.72 1.13
C 0.52 0.96 -0.43
C -1.91 0.55 -0.21
N -0.66 0.83 -1.00
S 1.76 -1.33 -0.38
H 2.00 -2.76 1.45
H 1.91 -1.15 1.96
H 1.36 1.46 -1.05
H 0.63 0.95 0.65
H -2.13 -0.54 -0.09
H -1.78 1.09 0.71
H -2.78 0.92 -0.76
H -0.76 0.72 -1.98
*
```

Summary:
- HOMO (spin up / spin down): -13.5 / -13.5 eV
- Gap between HOMO and LUMO (spin up / spin down): 8.5 / 8.5 eV
- Lowest unoccupied orbital energy (spin up / spin down): -4.93 / -4.93 eV
- Molecular weight: 90.17 u


Model B:
Computed, not measured: an isolated ion of composition C3H8NS and charge +1, with wB97M-V/def2-TZVPD.

Structure (ORCA input):
```
! RIJCOSX wB97M-V def2-TZVPD def2/J DEFGRID3
* xyz 1 1
C -1.05 0.64 0.43
C 1.53 0.21 -0.06
C 0.12 -0.23 -0.27
N -0.23 -1.24 -0.95
S -2.63 -0.15 -0.01
H -1.01 0.50 1.55
H 1.65 1.17 -0.54
H 2.18 -0.62 -0.37
H 1.56 0.45 0.98
H -1.23 1.76 0.35
H 0.45 -1.68 -1.62
H -1.30 -1.18 -1.04
H -2.66 0.36 -1.23
*
```

Summary:
- HOMO: -14.5 eV
- Gap between HOMO and LUMO: 10.0 eV
- Structure (SMILES): CC(=[NH2+])CS
- Lowest unoccupied orbital energy: -4.48 eV
- Molecular weight: 90.17 u


Which of them is least stable? Easy: model A.


Model A:
Computed, not measured: an isolated ion of composition C3H8NS and charge +1, with wB97M-V/def2-TZVPD.

Structure (ORCA input):
```
! RIJCOSX wB97M-V def2-TZVPD def2/J DEFGRID3
* xyz 1 1
C -0.21 0.78 -2.10
C 0.63 -0.34 0.26
C 0.38 0.65 1.33
N -0.38 -0.99 -0.31
S 1.01 1.20 -1.21
H -0.81 -0.15 -1.62
H -0.75 1.36 -2.87
H 1.62 -0.68 0.30
H -0.12 0.12 2.11
H -0.35 1.34 0.97
H 1.23 1.18 1.73
H -1.28 -1.01 0.07
H -0.10 -1.94 -0.65
*
```

Summary:
- HOMO: -15.0 eV
- Gap between HOMO and LUMO: 9.7 eV
- Lowest unoccupied orbital energy: -5.37 eV
- Molecular weight: 90.17 u


Model B:
Computed, not measured: a 2-piece molecular cluster, C3H8NS overall, with wB97M-V/def2-TZVPD.

Structure (ORCA input):
```
! RIJCOSX wB97M-V def2-TZVPD def2/J DEFGRID3
* xyz 1 1
C 1.89 -0.13 -0.50
C -1.16 0.93 -0.47
C -0.58 -0.15 0.41
N -1.22 -1.31 0.28
S 3.45 -0.14 0.12
H 2.00 0.56 -1.26
H -0.52 1.07 -1.26
H -1.26 1.90 0.07
H -2.15 0.73 -0.71
H 0.26 -0.08 1.02
H 3.42 -0.89 1.36
H -1.91 -1.14 -0.50
H -0.99 -2.21 0.69
*
```

Summary:
- HOMO: -13.4 eV
- Gap between HOMO and LUMO: 8.7 eV
- Lowest unoccupied orbital energy: -4.66 eV
- Molecular weight: 90.17 u


Which of them is least stable? Easy: model B.


Model A:
Computed, not measured: a 2-piece molecular cluster, C8H13NO3 overall, with wB97M-V/def2-TZVPD.

Structure (ORCA input):
```
! RIJCOSX wB97M-V def2-TZVPD def2/J DEFGRID3
* xyz 0 1
C 2.49 -1.16 0.78
C 3.20 -1.38 -0.55
C 3.28 0.06 -1.04
C 1.84 0.20 0.66
C -2.99 -0.60 -0.31
C -1.79 0.22 0.10
C -2.17 1.54 0.71
C -1.63 2.71 0.37
H 4.16 -1.91 -0.45
H 2.48 -1.92 -1.20
H 4.02 0.67 -0.51
H 3.44 0.18 -2.12
H 0.78 0.15 0.93
H 2.35 0.95 1.29
H -4.83 -1.81 -0.64
H -3.81 -0.12 -0.86
H -1.21 -0.38 0.81
H -1.14 0.37 -0.78
H -2.88 1.51 1.53
H -1.82 3.61 0.94
H -0.91 2.78 -0.45
N -3.02 -1.83 -0.01
O 2.46 -1.90 1.74
O 1.95 0.52 -0.74
O -4.23 -2.44 -0.21
*
```

Summary:
- HOMO: -9.6 eV
- Gap between HOMO and LUMO: 10.5 eV
- Structure (SMILES): C=CC/C=N/O.O=C1CCOC1
- Lowest unoccupied orbital energy: 0.87 eV
- Molecular weight: 171.20 u


Model B:
Computed, not measured: a 2-piece molecular cluster, C8H13NO3 overall, with wB97M-V/def2-TZVPD.

Structure (ORCA input):
```
! RIJCOSX wB97M-V def2-TZVPD def2/J DEFGRID3
* xyz 0 1
C -3.13 2.04 -0.35
C -2.66 0.99 -0.74
C 0.77 -0.75 -0.37
C -3.88 3.15 0.01
C 3.84 0.61 0.69
C -0.11 -3.52 -0.45
C 2.68 0.81 -0.30
C -0.69 -2.48 0.15
N 1.58 0.11 0.24
O 0.95 -1.00 -1.54
O -1.86 -2.71 0.70
O -0.16 -1.26 0.47
H -3.82 3.46 1.00
H -3.63 4.05 -0.57
H -4.98 2.91 -0.15
H 3.69 1.08 1.72
H 4.06 -0.52 0.74
H 4.94 0.95 0.34
H -2.45 -0.05 -1.05
H -0.55 -4.54 -0.53
H 0.73 -3.48 -1.05
H 2.59 2.00 -0.45
H 2.73 0.37 -1.32
H 1.47 0.20 1.25
H -2.13 -2.42 1.54
*
```

Summary:
- HOMO: -8.8 eV
- Gap between HOMO and LUMO: 9.4 eV
- Structure (SMILES): C=C(O)OC(=O)NCC.C#CC
- Lowest unoccupied orbital energy: 0.65 eV
- Molecular weight: 171.20 u


Which of them is least stable? Easy: model B.